[1]
{
  "formula": "C4H9FN2",
  "method": "the ωB97M-V functional and the def2-TZVPD basis",
  "orbital_gap_ev": 9.7,
  "smiles": "C/N=C(/CF)NC",
  "total_charge": 0,
  "relative_energy_kj_mol": 91.80,
  "species": ["C", "N", "C", "C", "F", "N", "C", "H", "H", "H", "H", "H", "H", "H", "H", "H"],
  "coordinates": [[-0.72577, -1.67561, -1.52474], [-0.96076, -0.26480, -1.30676], [-0.28535, 0.28402, -0.37440], [-0.42298, 1.79699, -0.18318], [-1.19555, 2.36829, -1.17737], [0.62747, -0.37650, 0.43496], [1.08424, 0.18988, 1.68401], [0.31759, -1.86692, -1.73454], [-1.33437, -1.97174, -2.39603], [-1.02875, -2.35522, -0.68308], [-0.82883, 2.04506, 0.79069], [0.57638, 2.22536, -0.19549], [0.52957, -1.37994, 0.48441], [1.60961, -0.59488, 2.27691], [0.27888, 0.53921, 2.38385], [1.75861, 1.03681, 1.52077]],
  "forces_ev_per_a": [[-1.031, -0.461, -0.145], [0.349, 0.169, 0.637], [-0.581, -0.073, -0.570], [0.271, -0.517, -0.230], [0.395, -0.272, 0.566], [-0.173, 0.169, 0.299], [-0.022, 0.022, 1.387], [0.449, -0.180, -0.179], [0.390, -0.059, 0.367], [0.140, 0.619, -0.380], [-0.420, -0.014, 0.172], [0.176, 0.238, -0.286], [-0.163, 0.158, -0.297], [-0.125, 0.612, -0.665], [0.329, -0.200, -0.733], [0.015, -0.212, 0.057]]
}



[2]
{
  "formula": "C4H9FN2O",
  "method": "the ωB97M-V functional and the def2-TZVPD basis",
  "orbital_gap_ev": 10.6,
  "smiles": "[H]/N=C(/NOC)[C@H](C)F",
  "total_charge": 0,
  "relative_energy_kj_mol": 147.95,
  "species": ["H", "N", "C", "N", "O", "C", "C", "C", "F", "H", "H", "H", "H", "H", "H", "H", "H"],
  "coordinates": [[-0.86032, -2.43713, -0.30595], [-0.60723, -2.02102, 0.57157], [-0.09097, -0.91280, 0.28268], [0.48413, -0.09865, 1.29966], [0.12865, 1.26396, 1.22017], [1.32885, 2.04547, 1.36980], [-0.05483, -0.27466, -1.06974], [-1.21304, 0.76390, -1.39601], [-0.07993, -1.34032, -2.03136], [0.15418, -0.45827, 2.18594], [1.86119, 1.77609, 2.28339], [1.10450, 3.13741, 1.36364], [1.97420, 1.83511, 0.45646], [0.92564, 0.18482, -1.20078], [-0.90538, 1.78715, -1.05866], [-2.13051, 0.43291, -0.89827], [-1.39173, 0.79937, -2.52393]],
  "forces_ev_per_a": [[-0.303, -0.691, -0.440], [0.387, 0.030, 0.353], [-0.384, 1.678, 0.721], [-0.140, -0.839, -0.162], [0.254, 0.495, 0.132], [0.573, -0.001, -1.565], [-0.282, 0.357, -1.706], [0.942, -0.414, -0.703], [-0.306, 0.839, 0.686], [0.018, 0.052, 0.271], [-0.038, 0.003, -0.079], [-0.314, -0.956, 0.097], [-0.452, 0.276, 1.223], [-0.064, 0.140, -0.074], [-0.404, -1.050, -0.172], [0.132, 0.276, -0.117], [0.380, -0.194, 1.534]]
}



[3]
{
  "formula": "C4H9FN2O2",
  "method": "the ωB97M-V functional and the def2-TZVPD basis",
  "orbital_gap_ev": 10.2,
  "smiles": "CC[C@@H](C)N(F)[N+](=O)[O-]",
  "total_charge": 0,
  "relative_energy_kj_mol": 315.41,
  "species": ["C", "C", "C", "C", "N", "F", "N", "O", "O", "H", "H", "H", "H", "H", "H", "H", "H", "H"],
  "coordinates": [[-1.27186, 0.73041, 1.52913], [0.16777, 0.38977, 1.20697], [0.53378, 0.15658, -0.29131], [1.99195, 0.25718, -0.61662], [0.11087, -1.07474, -0.89377], [0.00395, -2.16505, 0.04890], [-1.32795, -1.10478, -1.82650], [-1.23771, -0.10722, -2.51338], [-2.08434, -1.96829, -1.69876], [-2.04402, 0.10708, 1.16542], [-1.45765, 0.82955, 2.57410], [-1.53027, 1.74104, 1.08625], [0.84013, 1.09865, 1.48867], [0.43135, -0.46285, 1.75763], [-0.12316, 0.79467, -1.00201], [2.46736, -0.59699, -0.24823], [2.12973, 0.29373, -1.69330], [2.40007, 1.08125, -0.07318]],
  "forces_ev_per_a": [[0.124, 2.692, -1.062], [-1.690, -1.627, -2.250], [-3.110, 1.027, -0.570], [-0.588, 0.745, -0.304], [-1.253, -3.773, -0.968], [-0.242, 1.344, -0.808], [3.667, 3.814, 1.980], [-1.100, -1.500, -0.177], [-0.861, -1.279, -0.201], [-0.419, -1.246, -0.633], [0.150, 0.018, 0.919], [0.305, -0.889, 0.451], [1.523, 2.473, 1.133], [0.528, -1.486, 0.636], [1.383, 0.051, 1.358], [0.879, -1.502, 0.533], [0.204, 0.275, 0.057], [0.499, 0.862, -0.095]]
}



[4]
{
  "formula": "C4H9FN2O2",
  "method": "the ωB97M-V functional and the def2-TZVPD basis",
  "orbital_gap_ev": 10.6,
  "smiles": "CC[C@@H](C)N(F)[N+](=O)[O-]",
  "total_charge": 0,
  "relative_energy_kj_mol": 315.73,
  "species": ["C", "C", "C", "C", "N", "F", "N", "O", "O", "H", "H", "H", "H", "H", "H", "H", "H", "H"],
  "coordinates": [[-1.15854, -0.33462, -1.57331], [0.16723, -0.61430, -0.96533], [0.51122, -0.30070, 0.53403], [1.90615, -0.60923, 1.05221], [0.19143, 1.09528, 0.84271], [0.51448, 1.90376, -0.19496], [-1.41387, 1.47535, 1.09406], [-1.96639, 0.70846, 1.79126], [-1.69534, 2.52754, 0.65391], [-2.01365, -0.65631, -0.82482], [-1.44781, 0.64098, -1.81602], [-1.33155, -0.93617, -2.44488], [0.37330, -1.71291, -1.01068], [0.70994, -0.02672, -1.74771], [-0.19138, -0.96031, 1.15923], [2.80071, -0.26659, 0.39142], [2.00813, -0.16390, 2.10655], [2.03595, -1.76961, 0.95232]],
  "forces_ev_per_a": [[-3.860, -2.256, 3.173], [1.934, -0.450, -0.546], [-2.266, -0.187, -0.995], [1.948, -1.150, -0.713], [-1.643, 0.712, 2.056], [0.351, 0.209, -0.783], [3.416, -0.791, -0.989], [-0.916, -0.791, 0.790], [-0.657, 0.660, -0.253], [1.256, 0.358, -1.351], [0.320, 1.789, -0.272], [0.151, -0.355, -0.474], [0.038, 0.863, -0.555], [1.298, -0.842, 1.254], [0.681, 1.297, -0.714], [-1.774, 0.036, 1.047], [-0.001, -1.115, -1.566], [-0.278, 2.013, 0.891]]
}



[5]
{
  "formula": "C4H9FN2S",
  "method": "the ωB97M-V functional and the def2-TZVPD basis",
  "orbital_gap_ev": 8.9,
  "smiles": "NCC(=S)NCCF",
  "total_charge": 0,
  "relative_energy_kj_mol": 80.60,
  "species": ["N", "C", "C", "S", "N", "C", "C", "F", "H", "H", "H", "H", "H", "H", "H", "H", "H"],
  "coordinates": [[-2.04919, 1.28177, -0.55531], [-1.78559, 0.39704, 0.61186], [-1.10517, -0.88544, 0.25821], [-2.03779, -2.19514, -0.14330], [0.23208, -0.83592, 0.06733], [1.21980, 0.19847, 0.38417], [2.46506, -0.19888, -0.37055], [2.79188, -1.49000, -0.01263], [-2.86468, 1.03622, -1.12243], [-1.30790, 1.53280, -1.11834], [-1.27260, 0.98002, 1.41198], [-2.81441, 0.13048, 0.90240], [0.65214, -1.70980, -0.30469], [1.46090, 0.23002, 1.43790], [0.78417, 1.13831, 0.06624], [3.26245, 0.48058, -0.05045], [2.36886, -0.09054, -1.46237]],
  "forces_ev_per_a": [[-1.813, -0.523, 1.582], [-1.310, 1.264, -0.357], [0.518, -0.046, -0.964], [0.435, 0.022, 0.197], [0.062, -1.567, -0.182], [-1.088, -0.873, -0.598], [0.358, 1.508, -0.032], [0.182, -0.130, -0.208], [0.645, -0.229, 0.515], [1.890, 0.361, -1.238], [-0.320, -0.437, -0.490], [0.703, 0.092, 0.550], [-0.643, 0.809, 0.591], [-0.103, 0.020, 0.416], [0.463, 0.466, -0.028], [0.153, -0.275, -0.080], [-0.131, -0.461, 0.327]]
}



[6]
{
  "formula": "C4H9FNO",
  "method": "the ωB97M-V functional and the def2-TZVPD basis",
  "orbital_gap_ev": [6.3, 9.4],
  "total_charge": 1,
  "relative_energy_kj_mol": 438.95,
  "species": ["C", "C", "C", "C", "N", "O", "F", "H", "H", "H", "H", "H", "H", "H", "H", "H"],
  "coordinates": [[0.04990, -0.25940, -0.82531], [1.38921, 0.56241, -1.22080], [-0.14565, -0.56263, 0.57955], [1.27529, 2.19048, 0.49048], [-1.48323, -0.84779, 1.12570], [1.46976, 1.86679, -0.71315], [2.00656, 1.62394, 1.53211], [-0.78443, 0.31355, -1.21913], [0.15113, -1.12672, -1.46736], [2.21391, -0.10954, -0.86953], [1.36320, 0.64444, -2.24709], [0.59936, -1.17591, 0.97339], [0.94196, 3.18371, 0.71684], [-2.19371, -0.21643, 1.54469], [-1.35046, -1.52366, 1.83949], [-2.13660, -1.35735, 0.62756]],
  "forces_ev_per_a": [[0.003, 1.782, -0.888], [-0.417, -3.102, 2.757], [-0.044, 1.975, -0.806], [0.304, -1.333, 3.154], [-0.281, 0.591, 1.606], [-0.079, 0.193, -0.812], [-0.784, 0.725, -1.960], [-0.294, 0.097, -0.154], [0.168, -0.467, -0.222], [-0.279, 1.025, -0.341], [0.276, 0.269, -2.168], [0.737, -0.957, 1.285], [-0.051, 0.327, 0.069], [1.432, 1.195, -0.016], [0.599, -0.651, 1.542], [-1.292, -1.669, -3.045]]
}



[7]
{
  "formula": "C4H9FNOS",
  "method": "the ωB97M-V functional and the def2-TZVPD basis",
  "orbital_gap_ev": [7.1, 7.1],
  "total_charge": 1,
  "relative_energy_kj_mol": 220.07,
  "species": ["C", "C", "C", "C", "N", "O", "F", "S", "H", "H", "H", "H", "H", "H", "H", "H", "H"],
  "coordinates": [[-1.40278, -0.03565, -0.73025], [-0.21067, -0.47003, 1.29146], [-0.43447, 1.17863, -0.58483], [0.37257, 0.62002, 0.59182], [-1.40158, -0.73718, 0.56361], [-0.90817, 2.42144, -0.18634], [1.33435, 1.26671, 1.13549], [2.21538, -1.62772, -0.58931], [-2.46887, 0.36477, -0.85451], [-1.03213, -0.45473, -1.64955], [0.48861, -1.30010, 1.43115], [-0.49330, -0.32990, 2.33574], [0.35377, 1.45288, -1.47789], [-1.69690, -1.69436, 0.58688], [2.92605, -1.72899, 0.55022], [-0.87320, 3.00378, -0.99428], [3.23132, -1.92959, -1.41942]],
  "forces_ev_per_a": [[-1.984, 2.283, 0.012], [-0.794, -1.226, 0.144], [2.582, -0.138, -1.078], [1.198, 2.084, 1.186], [-0.122, -0.107, -1.142], [-0.466, 0.906, -0.884], [-0.455, -0.253, -0.693], [-0.119, -0.067, -0.010], [1.547, -0.550, -0.353], [-0.172, -1.364, -0.132], [0.453, -0.243, -0.387], [0.468, 1.043, 0.457], [-1.863, -1.645, 1.807], [-0.160, -0.253, -0.342], [0.090, 0.010, -0.252], [-0.168, -0.608, 1.451], [-0.036, 0.128, 0.215]]
}



[8]
{
  "formula": "C4H9FNPS",
  "method": "the ωB97M-V functional and the def2-TZVPD basis",
  "orbital_gap_ev": 9.9,
  "smiles": "C=CP(F)N(C)CS",
  "total_charge": 0,
  "relative_energy_kj_mol": 0.00,
  "species": ["C", "C", "P", "F", "N", "C", "C", "S", "H", "H", "H", "H", "H", "H", "H", "H", "H"],
  "coordinates": [[1.95012, -0.61301, -2.39512], [0.79607, -0.69583, -1.79479], [0.01767, 0.85967, -1.08260], [-1.41110, 0.70096, -1.82797], [-0.42048, 0.33937, 0.49198], [-1.43000, -0.68830, 0.63387], [-0.15088, 1.29161, 1.52398], [0.95219, 0.79529, 3.03610], [2.54480, -1.41789, -2.77499], [2.41706, 0.33049, -2.63952], [0.16381, -1.56692, -1.73031], [-2.39536, -0.32206, 0.37871], [-1.22666, -1.46612, -0.02693], [-1.45651, -1.02908, 1.67426], [0.35534, 2.05124, 1.00747], [-1.08742, 1.72057, 2.06468], [0.38134, -0.28999, 3.46118]],
  "forces_ev_per_a": [[1.188, 0.373, -0.824], [-2.025, 1.306, 0.873], [0.648, -1.010, 0.010], [-0.082, 0.024, -0.021], [0.497, 0.348, -0.745], [0.299, 1.051, 1.710], [-2.184, -0.913, 2.261], [0.509, 1.367, -1.565], [-0.180, -0.774, -0.181], [0.010, 0.416, 0.533], [0.384, -0.590, 0.171], [-1.008, 0.459, -0.112], [0.437, -1.595, -0.875], [0.081, -0.202, -0.237], [0.978, 1.452, 0.104], [1.341, -0.749, -1.222], [-0.891, -0.962, 0.120]]
}



| no. | E_tot (hartree) |
| --- | --- |
| 1 | -367.15560 |
| 2 | -442.34600 |
| 3 | -517.43082 |
| 4 | -517.43069 |
| 5 | -765.35186 |
| 6 | -387.24005 |
| 7 | -785.47578 |
| 8 | -1051.94848 |